# C39H45F3N2S6SbV

A molecular structure, C39H45F3N2S6SbV (ωB97M-V with the def2-TZVPD basis set, OMol25).

```
97
Properties=species:S:1:pos:R:3:lowdin_spin:R:1
V 0.936 0.382 -0.274 2.03
C 1.195 0.408 -2.477 -0.02
C 1.348 1.761 -2.039 0.01
C 2.493 1.764 -1.164 -0.01
C 3.022 0.425 -1.175 -0.01
C 2.235 -0.413 -1.978 0.00
C 2.445 -1.883 -2.285 0.00
C 3.839 -2.311 -1.823 0.00
C 1.404 -2.744 -1.564 0.01
C 2.319 -2.097 -3.797 0.00
C 3.231 2.891 -0.429 0.00
C 4.256 2.328 0.569 0.00
C 4.075 3.692 -1.437 0.00
C 2.261 3.801 0.348 0.00
C 0.425 2.866 -2.607 0.00
C 1.204 4.107 -3.046 0.00
C -0.684 3.304 -1.645 0.00
C -0.273 2.324 -3.867 0.00
H 0.441 0.065 -3.163 0.00
H 3.908 0.119 -0.646 0.00
H 3.963 -2.168 -0.748 0.00
H 4.621 -1.750 -2.335 0.00
H 3.990 -3.371 -2.034 0.00
H 1.524 -2.684 -0.478 0.00
H 1.515 -3.792 -1.852 0.00
H 0.382 -2.442 -1.804 0.00
H 2.967 -1.415 -4.349 0.00
H 1.295 -1.940 -4.138 0.00
H 2.602 -3.120 -4.053 0.00
H 5.065 1.802 0.060 0.00
H 3.812 1.655 1.299 0.00
H 4.705 3.165 1.105 0.00
H 4.752 3.024 -1.973 0.00
H 4.685 4.419 -0.897 0.00
H 3.488 4.232 -2.169 0.00
H 1.372 3.257 0.675 0.00
H 1.931 4.660 -0.235 0.00
H 2.744 4.190 1.245 0.00
H 1.596 4.670 -2.205 0.00
H 0.523 4.766 -3.589 0.00
H 2.028 3.854 -3.715 0.00
H -0.295 3.736 -0.725 0.00
H -1.327 2.466 -1.375 0.00
H -1.296 4.060 -2.144 0.00
H 0.442 1.955 -4.604 0.00
H -0.842 3.134 -4.325 0.00
H -0.969 1.521 -3.623 0.00
S 0.710 3.257 6.253 0.00
C 0.679 2.453 4.823 0.00
S -0.650 2.527 3.711 0.00
C -0.001 1.459 2.500 0.00
C 1.221 0.951 2.759 0.02
S 2.033 -0.166 1.687 -0.05
S 1.962 1.447 4.255 0.00
S -0.898 1.055 1.047 0.00
F -2.118 -8.749 2.643 0.00
C -1.902 -7.427 2.482 0.00
C -1.571 -6.954 1.232 0.00
C -1.354 -5.587 1.089 0.00
C -1.460 -4.716 2.167 0.00
C -1.796 -5.245 3.414 0.00
C -2.022 -6.599 3.584 0.00
Sb -1.048 -2.626 1.860 0.00
C 0.170 -2.540 3.618 0.00
C 1.321 -3.328 3.609 0.00
C 2.230 -3.297 4.652 0.00
C 1.974 -2.449 5.713 0.00
F 2.859 -2.402 6.731 0.00
C 0.850 -1.656 5.770 0.00
C -0.050 -1.710 4.711 0.00
C -2.895 -1.932 2.693 0.00
C -3.035 -0.653 3.236 0.00
C -4.273 -0.162 3.632 0.00
C -5.379 -0.968 3.460 0.00
F -6.590 -0.498 3.825 0.00
C -5.294 -2.236 2.921 0.00
C -4.046 -2.705 2.538 0.00
H -1.489 -7.639 0.400 0.00
H -1.097 -5.205 0.107 0.00
H -1.878 -4.590 4.275 0.00
H -2.282 -7.021 4.545 0.00
H 1.524 -3.990 2.772 0.00
H 3.123 -3.906 4.656 0.00
H 0.691 -1.006 6.620 0.00
H -0.935 -1.092 4.769 0.00
H -2.177 -0.004 3.339 0.00
H -4.381 0.825 4.061 0.00
H -6.188 -2.834 2.808 0.00
H -3.979 -3.700 2.116 0.00
N -4.025 0.510 -2.224 0.00
C -3.242 -0.030 -1.275 0.00
N -3.729 -0.065 -0.038 0.00
S -1.721 -0.659 -1.703 0.00
H -4.986 0.749 -2.047 0.00
H -3.707 0.456 -3.175 0.00
H -4.558 0.447 0.217 0.00
H -3.121 -0.348 0.718 0.00
```

The total charge is 0. For the HOMO energy (spin up / spin down), the calculation gives -7.21 / -7.23 eV. As for the expectation value of S²: 2.05. The spin multiplicity is 3. The value obtained for the LUMO energy (spin up / spin down) is -0.025 / 0.001 Eh. The value obtained for the energy relative to the best compared isomer or geometry (same formula, charge and spin) is 82.9 kJ/mol.


# C5H6N2O

2 unconnected molecules or ions with the total composition C5H6N2O in a non-equilibrium geometry (ωB97M-V with the def2-TZVPD basis set, OMol25).

```
14
Properties=species:S:1:pos:R:3:lowdin_charge:R:1
C -1.395 -0.201 -1.040 -0.06
C 0.070 -0.372 -0.776 -0.34
C 2.188 -0.688 -0.548 -0.22
C 0.597 0.109 0.498 -0.28
C 0.065 0.559 1.724 -0.08
H -1.645 -1.413 -0.571 0.19
H -2.030 0.690 -0.708 0.05
H -1.957 -0.208 -2.088 0.10
H 3.232 -0.967 -1.025 0.13
H 0.730 0.697 2.543 0.12
H -1.777 1.637 0.954 0.31
N 1.116 -0.795 -1.533 0.10
N 1.972 -0.113 0.606 0.07
O -1.167 1.066 1.964 -0.07
```

The total charge is 0. For the HOMO energy, the calculation gives -8.95 eV. The value obtained for the LUMO energy is -0.035 Eh. The value obtained for the energy relative to the best compared isomer or geometry (same formula, charge and spin) is 443.3 kJ/mol.


# C8H11NO3

2 unconnected molecules or ions with the total composition C8H11NO3 in a non-equilibrium geometry (ωB97M-V with the def2-TZVPD basis set, OMol25).

```
23
Properties=species:S:1:pos:R:3:lowdin_charge:R:1
O -3.957 1.520 0.603 0.13
C -3.368 0.492 0.323 -0.38
C -2.116 -0.108 0.791 -0.01
C -1.914 -1.215 -0.019 -0.09
N -3.004 -1.416 -0.930 0.08
C -3.861 -0.465 -0.701 -0.06
H -1.432 0.233 1.538 0.10
H -1.088 -1.916 0.007 0.10
H -4.787 -0.350 -1.260 0.13
C 0.987 0.086 0.123 0.05
C 2.304 0.082 0.210 -0.28
C 3.161 1.222 -0.287 -0.22
O 2.457 2.398 -0.708 -0.08
C 3.086 -1.089 0.772 -0.24
O 3.826 -1.788 -0.209 -0.06
H 0.379 -0.686 0.605 0.03
H 0.474 0.858 -0.450 0.08
H 3.905 1.444 0.489 0.13
H 3.718 0.863 -1.169 0.13
H 2.139 2.870 0.100 0.11
H 2.362 -1.729 1.328 0.12
H 3.858 -0.718 1.493 0.13
H 3.226 -2.031 -0.935 0.10
```

The total charge is 0. For the HOMO energy, the calculation gives -10.00 eV. The value obtained for the LUMO energy is -0.061 Eh. The value obtained for the energy relative to the best compared isomer or geometry (same formula, charge and spin) is 341.5 kJ/mol.


# C34H84Cl10N4O20P4

13 unconnected molecules or ions with the total composition C34H84Cl10N4O20P4 in a non-equilibrium geometry (ωB97M-V with the def2-TZVPD basis set, OMol25).

```
156
Properties=species:S:1:pos:R:3:lowdin_spin:R:1
C 2.173 0.836 5.229 0.00
C 3.462 0.063 4.945 0.00
O 3.638 -0.627 3.942 0.00
N 4.397 0.051 5.926 0.00
C 5.624 -0.825 5.757 0.00
H 2.360 1.462 6.101 0.00
H 1.375 0.162 5.540 0.00
H 2.007 1.535 4.409 0.00
H 4.312 0.640 6.742 0.00
H 5.446 -1.900 5.790 0.00
H 6.116 -0.623 6.708 0.00
H 6.233 -0.462 4.929 0.00
C -2.796 3.663 1.458 0.00
C -3.839 3.705 0.324 0.00
O -3.780 2.698 -0.457 0.01
N -4.632 4.748 0.341 0.00
C -5.790 4.936 -0.496 0.00
H -3.288 3.545 2.423 0.00
H -2.172 4.548 1.586 0.00
H -2.040 2.900 1.276 0.00
H -4.473 5.498 0.998 0.00
H -5.963 4.008 -1.041 0.00
H -5.640 5.724 -1.234 0.00
H -6.672 4.989 0.142 0.00
C -6.097 0.587 -6.331 -0.01
C -5.905 1.567 -5.094 -0.01
O -6.867 2.114 -4.548 0.29
N -4.583 1.710 -4.714 0.53
C -4.082 2.470 -3.597 0.10
H -7.115 0.197 -6.322 0.00
H -5.506 -0.326 -6.261 0.00
H -5.879 1.204 -7.203 0.00
H -3.919 1.149 -5.227 0.01
H -4.967 2.762 -3.032 0.01
H -3.758 3.474 -3.874 0.05
H -3.338 1.898 -3.043 0.02
C -3.280 -7.270 -0.043 0.00
C -2.110 -6.427 -0.584 0.00
O -1.881 -6.434 -1.799 0.00
N -1.296 -5.783 0.285 0.00
C -0.242 -4.929 -0.033 0.00
H -2.915 -7.728 0.877 0.00
H -3.565 -8.146 -0.627 0.00
H -4.179 -6.670 0.095 0.00
H -1.409 -5.940 1.276 0.00
H 0.512 -5.615 -0.419 0.00
H 0.199 -4.529 0.880 0.00
H -0.565 -4.165 -0.740 0.00
C 1.149 -5.459 -4.064 0.00
O 1.745 -4.574 -4.910 0.00
P 2.491 -3.326 -4.280 0.00
O 2.546 -2.138 -5.155 0.00
O 1.626 -2.943 -2.989 0.00
C 2.100 -1.863 -2.117 0.00
O 3.934 -3.917 -3.742 0.00
C 4.514 -4.840 -4.681 0.00
H 0.287 -5.029 -3.554 0.00
H 1.897 -5.735 -3.321 0.00
H 0.859 -6.348 -4.623 0.00
H 1.581 -0.928 -2.328 0.00
H 3.141 -1.540 -2.119 0.00
H 1.750 -2.102 -1.113 0.00
H 4.483 -5.711 -4.026 0.00
H 5.579 -4.615 -4.721 0.00
H 4.206 -5.063 -5.703 0.00
C 0.808 -0.752 1.422 0.00
O 0.572 0.131 0.293 0.00
P 1.499 1.434 -0.057 0.00
O 2.749 1.202 -0.879 0.00
O 1.784 1.960 1.393 0.00
C 0.960 2.895 2.042 0.00
O 0.403 2.437 -0.759 0.00
C 0.196 2.513 -2.124 0.00
H 1.823 -0.768 1.819 0.00
H 0.758 -1.779 1.061 0.00
H 0.321 -0.570 2.380 0.00
H 1.038 2.987 3.126 0.00
H -0.095 2.620 2.023 0.00
H 1.000 3.845 1.510 0.00
H 0.263 3.528 -2.515 0.00
H -0.807 2.240 -2.453 0.00
H 0.764 1.881 -2.807 0.00
C 2.062 8.847 6.032 0.00
O 1.307 7.939 5.180 0.00
P 1.295 6.322 5.380 0.00
O 0.953 5.890 6.749 0.00
O 2.867 6.002 4.917 0.00
C 3.418 4.692 4.760 0.00
O 0.421 5.659 4.279 0.00
C -0.959 6.047 4.169 0.00
H 1.944 8.633 7.094 0.00
H 1.624 9.841 5.944 0.00
H 3.120 8.755 5.787 0.00
H 4.440 4.920 5.062 0.00
H 3.231 4.361 3.738 0.00
H 2.979 3.913 5.383 0.00
H -1.432 5.259 3.583 0.00
H -1.144 6.891 3.504 0.00
H -1.473 6.063 5.129 0.00
C -3.416 -2.498 -7.786 0.00
O -3.145 -1.696 -6.689 0.00
P -2.327 -2.307 -5.436 0.00
O -0.899 -2.582 -5.734 0.00
O -2.535 -1.174 -4.304 0.00
C -1.574 -0.943 -3.248 0.00
O -3.239 -3.575 -4.924 0.00
C -4.392 -3.348 -4.229 0.00
H -2.703 -2.312 -8.589 0.00
H -4.440 -2.240 -8.059 0.00
H -3.320 -3.514 -7.403 0.00
H -1.562 0.076 -2.861 0.00
H -0.567 -1.227 -3.554 0.00
H -1.829 -1.604 -2.420 0.00
H -4.841 -2.356 -4.280 0.00
H -4.117 -3.502 -3.186 0.00
H -5.285 -3.953 -4.389 0.00
Cl 2.444 -4.001 6.364 0.00
C 0.925 -4.329 5.407 0.00
C 0.908 -3.052 4.516 0.00
Cl -0.451 -3.133 3.420 0.00
H 0.160 -4.150 6.161 0.00
H 0.919 -5.260 4.841 0.00
H 1.745 -2.924 3.830 0.00
H 0.670 -2.255 5.220 0.00
Cl -1.828 1.682 4.522 0.00
C -2.018 0.385 5.629 0.00
C -2.588 -0.777 4.922 0.00
Cl -2.885 -2.019 6.082 0.00
H -2.713 0.762 6.380 0.00
H -1.010 0.131 5.956 0.00
H -1.958 -1.100 4.093 0.00
H -3.574 -0.693 4.465 0.00
Cl 0.702 2.402 -5.645 0.00
C -0.466 1.925 -6.844 0.00
C -1.040 3.108 -7.733 0.00
Cl -1.939 4.355 -6.899 0.00
H -1.291 1.519 -6.258 0.00
H -0.001 1.109 -7.399 0.00
H -1.718 2.618 -8.432 0.00
H -0.248 3.434 -8.407 0.00
Cl 6.757 0.595 1.032 0.00
C 5.196 1.215 1.588 0.00
C 5.171 2.627 0.839 0.00
Cl 6.131 3.866 1.563 0.00
H 5.204 1.351 2.669 0.00
H 4.330 0.583 1.389 0.00
H 4.219 3.047 1.161 0.00
H 5.270 2.641 -0.246 0.00
Cl 4.997 -2.501 1.234 0.00
C 4.307 -3.999 1.933 0.00
C 2.916 -4.389 1.506 0.00
Cl 3.027 -5.116 -0.101 0.00
H 4.358 -3.757 2.994 0.00
H 5.053 -4.765 1.722 0.00
H 2.256 -3.527 1.415 0.00
H 2.368 -5.000 2.224 0.00
```

The total charge is +1. For the HOMO energy (spin up / spin down), the calculation gives -10.97 / -10.97 eV. As for the expectation value of S²: 0.78. The spin multiplicity is 2. The value obtained for the LUMO energy (spin up / spin down) is -0.102 / -0.309 Eh.


# C3H2ErFO2

A molecular structure, C3H2ErFO2 in a non-equilibrium geometry (ωB97M-V with the def2-TZVPD basis set, OMol25).

```
9
Properties=species:S:1:pos:R:3:lowdin_spin:R:1
F -3.009 0.284 -0.082 0.06
O 1.332 -1.308 -0.058 0.00
O -0.287 0.785 -0.019 0.23
C 0.117 -1.547 0.069 -0.01
C -2.080 -0.652 -0.199 0.18
C -0.804 -0.429 0.203 0.06
H -0.264 -2.573 -0.051 0.00
H -2.465 -1.659 0.065 0.01
Er 1.952 0.901 -0.123 2.46
```

The total charge is +2. For the HOMO energy (spin up / spin down), the calculation gives -18.78 / -17.49 eV. As for the expectation value of S²: 3.80. The spin multiplicity is 4. The value obtained for the LUMO energy (spin up / spin down) is -0.383 / -0.453 Eh. The value obtained for the energy relative to the best compared isomer or geometry (same formula, charge and spin) is 145.0 kJ/mol.


# C3H10OP2

2 unconnected molecules or ions with the total composition C3H10OP2 in a non-equilibrium geometry (ωB97M-V with the def2-TZVPD basis set, OMol25).

```
16
Properties=species:S:1:pos:R:3:lowdin_charge:R:1
C -0.573 2.150 -2.007 -0.37
P -0.610 1.847 -0.194 0.51
O 0.728 0.892 -0.313 -0.38
P -2.141 0.313 -0.159 0.54
H 0.135 2.996 -2.306 0.06
H -0.394 1.125 -2.397 0.03
H -1.418 2.691 -2.369 0.01
H 1.010 0.580 0.473 -0.05
H -3.101 1.058 0.418 -0.20
H -1.505 -0.202 1.039 -0.14
C 1.637 -2.097 1.853 -0.11
C 1.046 -2.488 0.782 -0.11
H 1.000 -1.691 2.704 0.07
H 2.718 -1.949 1.984 0.06
H -0.047 -2.657 0.630 0.07
H 1.515 -2.568 -0.137 0.03
```

The total charge is 0. For the HOMO energy, the calculation gives -8.23 eV. The value obtained for the LUMO energy is 0.035 Eh. The value obtained for the energy relative to the best compared isomer or geometry (same formula, charge and spin) is 174.7 kJ/mol.


# C3H9N

C3H9N in the gas phase in a non-equilibrium geometry (ωB97M-V with the def2-TZVPD basis set, OMol25).

```
13
Properties=species:S:1:pos:R:3:lowdin_charge:R:1
C -0.553 1.142 0.561 -0.14
N -0.050 0.121 -0.327 -0.33
C 1.397 -0.120 -0.119 -0.09
C -0.819 -1.095 -0.294 -0.15
H -0.442 0.917 1.633 0.08
H -0.124 2.087 0.240 0.08
H -1.639 1.249 0.458 0.08
H 1.638 -1.179 -0.169 0.07
H 1.666 0.172 0.903 0.07
H 1.942 0.447 -0.869 0.08
H -0.380 -1.902 -0.882 0.07
H -0.902 -1.570 0.707 0.09
H -1.829 -0.941 -0.677 0.08
```

The total charge is 0. For the HOMO energy, the calculation gives -8.37 eV. The value obtained for the LUMO energy is 0.043 Eh. The value obtained for the energy relative to the best compared isomer or geometry (same formula, charge and spin) is 82.9 kJ/mol.


# C5H10N

A gas-phase ion, C5H10N (charge +1) in a non-equilibrium geometry (ωB97M-V with the def2-TZVPD basis set, OMol25).

```
16
Properties=species:S:1:pos:R:3:lowdin_charge:R:1
C -1.011 0.049 1.703 0.20
N 0.186 -0.203 1.337 0.09
C 0.825 0.161 0.098 -0.30
C 2.148 0.204 0.138 0.16
C -0.097 0.525 -1.009 -0.18
C -1.060 -0.632 -1.377 -0.08
H -1.257 -0.053 2.750 0.13
H -1.765 0.378 1.001 0.12
H 0.815 -0.353 2.129 0.18
H 2.665 0.650 -0.696 0.10
H 2.661 -0.095 1.041 0.09
H -0.663 1.424 -0.747 0.13
H 0.485 0.773 -1.890 0.12
H -0.733 -1.593 -0.969 0.09
H -1.109 -0.738 -2.459 0.08
H -2.091 -0.496 -1.051 0.07
```

The total charge is +1. For the HOMO energy, the calculation gives -14.78 eV. The value obtained for the LUMO energy is -0.199 Eh. The value obtained for the energy relative to the best compared isomer or geometry (same formula, charge and spin) is 94.5 kJ/mol.